This record from OMol25 describes a molecular structure, C17H20CoN5O7P2S. The level of theory is ωB97M-V/def2-TZVPD.

Output
- ΔE to the lowest compared entry with this formula, charge and spin (kJ/mol) = 0.0
- molecular weight (g mol⁻¹) = 559.323
- frontier orbital gap (alpha / beta) (eV) = 8.70 / 8.66
- ⟨S²⟩ = 0.761
- strongest force on any atom (hartree/bohr) = 0.00980

```
! RIJCOSX wB97M-V def2-TZVPD def2/J DEFGRID3
* xyz 1 2
H -0.592 4.069 -0.008
C -2.466 4.937 0.564
C 1.284 2.457 0.989
H 3.909 -3.498 -0.376
C 1.623 2.893 -1.237
C -4.437 3.524 0.588
H 0.056 -2.496 -2.008
P 0.958 -1.780 1.226
H 3.928 0.195 0.753
N -1.697 1.429 -0.420
H 3.355 -1.890 2.296
Co 0.028 0.546 -0.762
H 3.674 -1.478 -2.692
O 3.682 -1.632 1.421
O 0.550 -0.338 1.059
H 0.849 -2.706 3.173
H -4.267 -2.002 -0.810
P 2.881 -0.694 -0.830
C -3.222 -1.876 -1.036
C -3.606 2.488 0.184
H 2.153 3.775 2.411
N -3.877 1.161 -0.112
H 3.774 6.012 -0.009
N -1.136 -0.937 -1.291
O 1.376 -2.005 2.773
O 1.651 -0.336 -1.605
H -4.442 5.592 1.090
C -0.912 -2.154 -1.686
C -2.229 2.651 -0.018
H 2.606 -4.102 0.678
H 3.520 5.684 1.657
C 2.869 -3.367 -0.081
C -3.839 4.752 0.778
H -4.776 0.710 -0.084
C -1.644 3.904 0.165
O 4.000 -1.211 -1.826
H 1.453 2.588 -2.262
O 0.075 -2.870 0.751
N 1.073 2.118 -0.292
C 2.369 4.011 -0.962
O 3.543 0.516 -0.085
H 0.847 1.795 1.723
H 2.219 -3.556 -0.937
H -5.497 3.382 0.741
C 2.595 4.372 0.376
C 2.020 3.555 1.360
C -2.450 -0.768 -0.915
S -2.272 -3.166 -1.639
N 3.326 5.461 0.699
C -2.714 0.587 -0.469
C 2.660 -1.962 0.468
H 2.786 4.592 -1.773
H -2.043 5.921 0.714
*
```

***

This record from OMol25 describes a molecular structure, C17H20F6N2OTc in a non-equilibrium geometry. The level of theory is ωB97M-V/def2-TZVPD.

Output
- molecular weight (g mol⁻¹) = 480.348
- frontier orbital gap (alpha / beta) (eV) = 6.48 / 3.36
- ⟨S²⟩ = 3.800
- strongest force on any atom (hartree/bohr) = 0.09992

```
! RIJCOSX wB97M-V def2-TZVPD def2/J DEFGRID3
* xyz 2 4
C -0.754 -3.483 -2.197
C -0.298 0.690 -2.425
C -0.471 -2.938 -3.461
F 3.849 1.501 2.090
C 0.116 2.849 -3.422
H 2.692 0.150 3.575
Tc -0.963 -0.029 0.375
H 0.367 3.473 -4.278
C -0.301 -1.554 -3.574
H -2.467 -0.876 3.059
H -0.722 -0.634 3.524
H -3.320 0.553 -0.621
C -0.462 2.607 -1.080
H -1.135 -1.608 2.237
F 3.124 1.379 0.015
F 1.889 2.342 1.549
C 2.743 1.298 1.307
C 2.975 -1.212 1.299
C -0.131 3.432 -2.161
C 0.019 1.471 -3.555
H -0.645 1.282 2.997
H -3.258 -1.119 -0.017
F 3.395 -1.187 0.018
O 0.948 -0.179 0.708
H -2.093 1.596 1.981
C -1.642 0.905 2.748
H -0.660 2.997 -0.077
H 0.977 0.637 3.391
C -1.469 -0.547 2.716
C -0.420 -0.754 -2.425
H -0.391 -3.568 -4.338
N -0.717 -1.289 -1.200
N -0.552 1.254 -1.198
H -0.087 4.512 -1.998
H -1.080 -3.008 -0.077
H -2.300 1.063 3.587
H 1.423 -1.099 3.393
C 1.737 -0.092 3.104
H -0.104 -1.033 -4.518
H -3.587 0.218 1.118
F 4.076 -1.221 2.117
C -3.001 -0.075 0.231
H 0.161 0.936 -4.503
H -0.913 -4.561 -2.043
C -0.862 -2.641 -1.089
C 1.997 -0.040 1.623
F 2.318 -2.396 1.494
*
```

***

This record from OMol25 describes 2 unconnected molecules or ions with the total composition C17H20F8N5O4. The level of theory is ωB97M-V/def2-TZVPD.

Output
- ΔE to the lowest compared entry with this formula, charge and spin (kJ/mol) = 0.0
- molecular weight (g mol⁻¹) = 510.362
- frontier orbital gap (eV) = 9.33
- strongest force on any atom (hartree/bohr) = 0.01614

```
! RIJCOSX wB97M-V def2-TZVPD def2/J DEFGRID3
* xyz 1 1
C 4.789 1.468 0.632
C -8.261 0.611 1.566
F -7.289 0.822 2.478
F -8.875 -0.553 1.858
H -8.992 1.422 1.615
H 3.795 -5.831 -0.794
O 3.827 -2.911 -1.587
C -6.919 1.719 -0.401
H -0.691 2.937 -1.065
O -5.502 1.708 -0.303
F -4.814 0.031 1.841
H -7.343 2.655 -0.038
C 1.615 0.799 -0.573
C 3.192 -1.038 -0.160
N 4.073 1.947 -1.604
O -1.793 0.344 -0.891
O 5.474 -3.679 -0.253
C -0.057 2.079 -0.897
F -5.642 2.808 1.654
F -6.888 -0.595 0.065
H 6.541 2.498 1.331
C 3.414 -4.929 -0.313
H 6.831 3.712 -0.845
H 3.457 -6.138 1.509
H 2.294 -1.645 -0.084
H 3.736 -1.077 0.784
H 2.343 -4.759 1.564
C -7.668 0.504 0.158
F -8.739 0.323 -0.666
C 3.943 1.315 -0.452
C 6.012 3.023 -0.691
H 0.362 -0.991 -0.534
F -3.914 3.068 0.353
H 5.184 3.329 -2.645
H -2.121 0.483 -1.795
N 0.517 0.001 -0.606
C 5.858 2.346 0.508
H 4.062 -4.482 1.717
H 5.142 -1.403 -1.026
H 2.443 -4.698 -0.745
C 4.360 -3.811 -0.678
H 3.915 -0.972 -2.199
N 2.853 0.375 -0.381
F -3.439 1.559 2.587
C -4.032 1.061 1.478
C -4.841 2.169 0.795
N -0.543 0.844 -0.816
H -7.106 1.684 -1.473
C 3.319 -5.102 1.219
C 4.095 -1.553 -1.295
H 4.630 0.910 1.546
C 5.089 2.798 -1.706
N 1.253 2.087 -0.752
H -3.263 0.699 0.796
*
```

***

This record from OMol25 describes C17H20FN3O2 in the gas phase in a non-equilibrium geometry. The level of theory is ωB97M-V/def2-TZVPD.

Output
- ΔE to the lowest compared entry with this formula, charge and spin (kJ/mol) = 0.0
- molecular weight (g mol⁻¹) = 317.364
- frontier orbital gap (eV) = 9.58
- strongest force on any atom (hartree/bohr) = 0.02248
- SMILES string = Cc1cc(C(=O)N[C@H]2CCCN(Cc3ccccc3F)C2)no1

```
! RIJCOSX wB97M-V def2-TZVPD def2/J DEFGRID3
* xyz 0 1
H -2.592 0.592 0.140
H 1.268 -1.007 -1.894
C -0.948 -3.359 4.560
H 2.557 0.119 -1.425
C -0.898 -4.378 5.635
H -1.635 2.846 0.059
H 0.503 3.389 1.150
C 2.243 1.796 -3.471
C -1.982 -2.677 3.981
H -0.228 -0.444 -3.815
H -1.122 1.109 -1.788
H -0.144 -0.482 1.358
C 1.410 0.738 -3.126
N -1.127 -0.261 1.289
H -0.927 -0.596 -1.305
H 0.681 1.719 1.700
H -1.897 -4.557 6.019
C -2.001 -0.894 2.090
C 0.974 1.984 -0.410
C -1.348 -1.856 3.016
C 1.527 0.050 -1.786
N -0.050 -2.048 3.036
C 0.426 0.386 -4.042
C 0.286 2.349 0.902
N 0.671 0.606 -0.750
F 3.233 2.163 -2.623
C -1.515 0.715 0.299
H -0.486 -5.310 5.249
H 2.796 3.300 -4.875
H -0.254 -4.037 6.444
H -3.028 -2.732 4.189
O 0.205 -2.973 3.984
H -1.710 2.308 1.741
H -0.495 0.773 -5.931
H 0.644 2.682 -1.201
H 1.007 2.656 -6.477
O -3.205 -0.717 2.076
H 2.056 2.083 -0.299
C 2.117 2.489 -4.660
C -1.220 2.140 0.781
C 0.279 1.068 -5.237
C 1.120 2.123 -5.546
C -0.747 0.436 -0.996
*
```

***

This record from OMol25 describes C17H20FNO in the gas phase. The level of theory is ωB97M-V/def2-TZVPD.

Output
- ΔE to the lowest compared entry with this formula, charge and spin (kJ/mol) = 12.9
- molecular weight (g mol⁻¹) = 273.351
- frontier orbital gap (eV) = 8.45
- strongest force on any atom (hartree/bohr) = 0.01362
- SMILES string = COc1ccc(CC[C@H](C)Nc2ccc(F)cc2)cc1

```
! RIJCOSX wB97M-V def2-TZVPD def2/J DEFGRID3
* xyz 0 1
C -4.418 -0.461 0.855
H 8.006 0.830 0.732
H -6.407 -0.907 1.521
H 0.490 -1.415 1.035
C 4.799 0.782 0.190
H -1.117 -2.939 -0.306
F -7.704 0.923 0.219
C 4.463 -0.512 -0.186
C -6.361 0.743 0.170
H -2.773 -2.381 -0.568
C 7.111 0.278 0.449
H 0.234 0.624 -1.225
H -1.864 -1.235 1.391
H 1.729 2.189 0.005
C -1.503 -0.928 0.403
C 2.493 1.426 -0.049
N -2.243 0.256 0.021
C -5.594 1.576 -0.624
H -3.623 2.025 -1.294
H -1.476 -1.780 -1.594
C -3.612 0.361 0.061
H 7.240 -0.123 -0.562
C 3.796 1.750 0.257
H 4.070 2.751 0.550
H 0.694 -1.077 -1.411
C -4.231 1.379 -0.675
H 2.903 -1.833 -0.783
C 3.147 -0.822 -0.489
H -1.816 0.780 -0.729
H -3.981 -1.255 1.440
C 0.718 -0.223 -0.734
H -6.066 2.360 -1.194
C -0.019 -0.570 0.567
H 0.054 0.279 1.249
O 6.056 1.205 0.508
H 5.211 -1.287 -0.248
H 6.960 -0.549 1.151
C 2.147 0.134 -0.432
C -1.727 -2.083 -0.580
C -5.785 -0.272 0.910
*
```

***

This record from OMol25 describes a molecular structure, C17H20LiN5O4SSi. The level of theory is ωB97M-V/def2-TZVPD.

Output
- molecular weight (g mol⁻¹) = 425.472
- frontier orbital gap (eV) = 4.81
- strongest force on any atom (hartree/bohr) = 0.01466

```
! RIJCOSX wB97M-V def2-TZVPD def2/J DEFGRID3
* xyz -2 1
H 3.699 -3.570 -0.893
H 3.884 -3.974 -3.321
H 2.816 -2.335 -4.947
C 2.108 -1.087 -3.367
C -2.510 0.697 0.465
N 1.382 -0.287 0.285
O -3.288 -0.642 -2.206
C 2.759 -2.176 -3.878
C -3.159 0.920 4.063
O -2.965 -2.198 -0.462
H -0.268 0.445 -2.958
C 3.266 -2.885 -1.615
O -4.869 -0.674 -0.342
H 2.481 -2.003 1.034
C -0.432 0.429 4.014
H 1.664 -0.349 -4.034
H 1.247 3.360 -0.577
H 1.587 2.469 0.924
S -4.064 -1.527 -1.250
C -1.130 0.457 2.814
H 3.871 0.915 -2.044
H 3.759 1.593 -0.404
Si 1.457 0.883 -1.117
H -0.060 2.517 0.264
C -2.507 0.716 2.850
H -4.174 0.641 1.564
H 0.634 0.233 3.966
H -0.516 0.597 6.152
H 0.758 1.846 -3.328
C -1.078 0.625 5.226
N 1.986 -0.824 -2.051
N 0.719 -0.195 1.485
C 0.233 1.316 -2.517
C 2.535 -1.735 -1.118
O -4.894 -2.490 -1.956
C 2.238 -1.412 0.160
H 3.231 2.560 -1.790
C 1.004 2.447 -0.009
C 3.362 -3.100 -2.944
C 3.255 1.537 -1.381
H -3.134 0.784 -0.420
C -0.484 0.237 1.503
Li -1.789 -1.039 -1.199
N -3.182 0.810 1.640
H -0.548 1.982 -2.131
H -2.961 1.034 6.189
N -1.251 0.462 0.341
C -2.448 0.868 5.249
H -4.224 1.125 4.069
*
```

***

This record from OMol25 describes a molecular structure, C17H20MoN5O6S3Te. The level of theory is ωB97M-V/def2-TZVPD.

Output
- ΔE to the lowest compared entry with this formula, charge and spin (kJ/mol) = 79.8
- molecular weight (g mol⁻¹) = 710.117
- frontier orbital gap (alpha / beta) (eV) = 5.66 / 5.66
- strongest force on any atom (hartree/bohr) = 0.00820

```
! RIJCOSX wB97M-V def2-TZVPD def2/J DEFGRID3
* xyz -1 1
C 2.354 -3.272 2.686
C 1.685 -4.453 2.412
N -0.251 3.923 -1.750
H -1.778 6.527 -0.236
H -3.628 5.737 -1.783
H 1.122 -1.361 0.159
H -1.431 0.281 4.778
O 3.589 -0.900 3.073
H 1.399 1.756 2.842
C 1.268 -2.244 0.762
Te -3.899 0.181 -1.129
H 3.026 -1.251 -2.004
O -1.072 -2.569 -0.988
N -1.770 -1.047 -3.263
H -2.285 -1.914 -3.291
S -1.875 -1.292 1.608
C -0.395 -3.600 -0.637
C -0.459 4.932 -0.962
C 0.493 -0.774 -2.958
S -1.134 2.213 -3.591
H 0.105 1.837 4.046
C -2.651 5.278 -1.727
H 0.362 5.193 -0.300
S -0.506 1.166 0.447
Mo -1.585 -0.599 -0.547
C 2.771 -0.409 -2.646
H -0.059 -0.797 4.510
H 1.830 -5.313 3.054
H 0.099 2.921 2.647
N -2.440 4.225 -2.536
H -1.703 -1.405 4.334
H -0.316 -1.193 -4.783
H 2.486 0.442 -2.032
C -1.252 3.518 -2.595
C 0.323 1.904 2.979
N -0.495 -1.145 -3.793
C 0.836 -4.536 1.317
C -1.659 5.688 -0.902
O 2.851 -0.095 1.224
H -2.297 -0.244 -3.583
C -0.460 0.901 2.182
C -1.063 -0.540 4.157
C 2.143 -2.202 1.832
C 0.598 -3.435 0.505
H 0.322 -5.458 1.078
N 2.910 -0.969 2.062
H 3.603 -0.160 -3.296
C -1.060 -0.179 2.694
O -0.508 -4.713 -1.137
O 0.309 -0.465 -1.792
H -3.179 3.860 -3.121
O 1.694 -0.779 -3.527
H 3.032 -3.172 3.519
*
```

***

This record from OMol25 describes C17H20N2O2 in the gas phase in a non-equilibrium geometry. The level of theory is ωB97M-V/def2-TZVPD.

Output
- ΔE to the lowest compared entry with this formula, charge and spin (kJ/mol) = 207.2
- molecular weight (g mol⁻¹) = 284.359
- frontier orbital gap (eV) = 7.91
- strongest force on any atom (hartree/bohr) = 0.04364
- SMILES string = COc1ccccc1[C@H]1N(C)Cc2cc(O)ccc2N1C

```
! RIJCOSX wB97M-V def2-TZVPD def2/J DEFGRID3
* xyz 0 1
C 2.224 -1.137 0.768
C -3.885 -1.471 0.271
H -0.993 1.511 3.391
C -1.777 0.315 0.940
N -0.242 1.044 -1.668
H -4.704 -2.149 -0.006
H -0.961 2.913 -2.441
H -1.236 1.555 -3.521
C 2.003 0.723 -0.749
H 3.924 -1.037 2.110
C -1.211 1.849 -2.454
O 5.060 1.149 1.282
H -2.194 1.727 -2.021
C 1.179 1.368 -1.845
C 1.584 -0.526 -0.300
N 0.494 -1.132 -0.894
C -1.775 -0.384 -0.297
C -0.356 0.933 2.714
H -2.811 -1.725 -1.577
H 0.669 1.311 2.799
H -2.907 0.608 2.764
C -2.841 -1.232 -0.602
O -0.756 1.103 1.334
H 1.244 -3.116 -1.250
H -0.391 -0.099 2.964
H 3.556 2.223 -0.631
H 0.073 -3.008 0.112
C -3.865 -0.779 1.492
H 1.454 1.000 -2.829
H 5.160 2.078 0.968
C 3.180 1.297 -0.218
H 1.310 2.471 -1.795
C 3.357 -0.568 1.315
C -2.843 0.087 1.821
H -4.708 -0.927 2.169
C 0.336 -2.612 -0.928
H -0.448 -2.890 -1.614
C 3.903 0.628 0.792
H 1.832 -2.048 1.156
C -0.647 -0.314 -1.293
H -0.993 -0.740 -2.232
*
```

***

This record from OMol25 describes C17H20N2O4S in the gas phase. The level of theory is ωB97M-V/def2-TZVPD.

Output
- ΔE to the lowest compared entry with this formula, charge and spin (kJ/mol) = 245.9
- molecular weight (g mol⁻¹) = 348.424
- frontier orbital gap (eV) = 9.23
- strongest force on any atom (hartree/bohr) = 0.01571
- SMILES string = COCC(=O)Nc1ccc(S(=O)(=O)NCCc2ccccc2)cc1

```
! RIJCOSX wB97M-V def2-TZVPD def2/J DEFGRID3
* xyz 0 1
C -0.186 1.557 1.299
H -3.394 -0.668 1.227
H -0.878 1.700 -2.014
H -0.482 -1.309 -2.741
H 3.438 -0.635 1.295
H -4.968 -1.405 1.594
H -2.046 -1.402 -0.851
N 3.835 -0.001 -0.599
H -5.387 1.597 -0.984
O -3.028 1.329 -1.912
O 4.131 1.747 1.240
C -4.462 -0.468 1.367
H 4.498 -0.064 -1.353
O 4.056 2.413 -1.142
C 0.837 -2.067 0.786
H 1.613 1.724 -2.098
C 3.916 -1.038 0.401
C -4.701 1.329 -0.178
N -2.329 1.570 0.247
H 1.798 1.540 2.133
C -0.992 -1.569 -0.683
H 4.957 -1.277 0.651
H 1.919 -1.730 -2.386
H -2.661 1.618 1.200
O -5.071 0.023 0.199
C 1.818 1.614 0.011
C -0.293 1.663 -1.110
C -0.512 -1.834 0.588
H -1.190 -1.874 1.430
C 1.087 1.668 -1.159
H -4.597 0.224 2.209
S 3.597 1.566 -0.081
C 3.187 -2.309 -0.059
H 3.318 -3.073 0.709
H -4.827 2.029 0.663
C 1.725 -2.046 -0.282
C -3.269 1.413 -0.733
C 1.237 -1.759 -1.549
H 3.645 -2.663 -0.984
C -0.938 1.597 0.124
H 1.204 -2.284 1.780
C 1.194 1.563 1.241
C -0.112 -1.524 -1.750
H -0.686 1.516 2.257
*
```

***

This record from OMol25 describes C17H20N2OS in the gas phase in a non-equilibrium geometry. The level of theory is ωB97M-V/def2-TZVPD.

Output
- ΔE to the lowest compared entry with this formula, charge and spin (kJ/mol) = 1438.2
- molecular weight (g mol⁻¹) = 300.427
- frontier orbital gap (eV) = 8.04
- strongest force on any atom (hartree/bohr) = 0.38668
- SMILES string = CC[C@@H]1CCc2sc(C(=O)NCc3ccccn3)cc2C1

```
! RIJCOSX wB97M-V def2-TZVPD def2/J DEFGRID3
* xyz 0 1
C 2.982 -2.670 -1.873
H -1.548 4.321 0.774
H 4.695 -5.610 -2.787
H -4.574 1.793 2.879
H -5.752 5.548 3.145
C -1.028 2.247 0.949
H 3.947 -0.839 -1.345
H -5.711 3.498 3.175
N 1.716 -0.839 -1.103
C 1.623 0.386 -0.934
C 1.539 -4.708 -1.427
O 2.583 1.494 -1.228
C -2.947 0.725 1.748
C -3.275 3.337 1.782
C 3.808 -4.936 -2.598
H -3.322 5.350 2.320
H -3.075 -0.162 2.326
H 0.662 2.811 0.143
H 2.347 -6.695 -2.163
C -5.319 4.561 2.677
H 4.742 -3.123 -2.777
C 3.053 -1.345 -1.756
H -1.379 3.618 2.529
H -3.430 4.418 3.597
N 1.888 -3.384 -1.353
H -3.745 0.701 0.854
H -2.824 1.988 3.319
C -1.728 3.633 1.335
H 1.035 -1.462 -1.037
C -3.972 4.526 2.617
C -3.404 2.008 2.630
H -3.878 3.223 0.696
C 4.003 -3.704 -2.343
H -5.652 4.640 1.724
C 0.409 0.847 -0.217
C 2.723 -5.588 -1.873
H 2.857 -0.989 -2.824
C 0.105 2.215 0.280
S -0.860 -0.264 0.212
C -1.536 1.024 1.130
H 0.723 -5.079 -0.987
*
```